10
Properties=species:S:1:pos:R:3:forces:R:3:lowdin_charge:R:1 method="wB97M-V/def2-TZVPD" e_above_lowest_kj_mol=229.1 e_lumo_ev=-0.7 e_homo_ev=-10.05 smiles=N#CP(C#N)CO spin_multiplicity=1
C -0.7064 1.6265 -0.4745 -0.315 -2.655 -1.834 -0.539
C -1.9166 -0.6009 -0.1244 -0.020 -0.028 -0.880 -0.515
C 0.9751 -0.6195 0.0418 -0.658 -2.850 -3.537 -0.296
N -0.5908 2.6923 -0.1232 0.322 2.838 1.211 0.090
N -2.8866 -0.9568 0.3785 -0.018 -0.227 0.437 0.100
O 2.2532 -0.2288 0.2231 -0.137 -0.534 -2.444 0.020
P -0.7295 0.0353 -1.3227 1.915 0.452 2.322 0.975
H 0.9917 -1.6182 -0.3880 0.086 -0.031 -0.266 0.068
H 2.1343 0.4005 0.8715 0.721 2.662 2.353 0.059
H 0.4756 -0.7304 0.9179 -1.896 0.374 2.640 0.038